(1)
Computed, not measured: a cluster of 7 separate species, C27H48Br12NO2 in total, with ωB97M-V with the def2-TZVPD basis set.

```
90
Properties=species:S:1:pos:R:3:mulliken_charge:R:1
C 1.733 -3.129 -0.084 -0.908
C 0.530 -2.582 -0.903 0.706
C -0.842 -3.100 -0.798 -0.738
C -1.923 -2.559 -1.618 -0.605
C -1.674 -1.462 -2.554 -0.618
C -0.300 -0.933 -2.646 0.323
C -0.088 0.267 -3.628 -1.028
C -0.254 1.694 -2.956 1.393
C 1.097 2.500 -3.221 -1.583
C 2.361 1.882 -2.495 0.862
C 3.384 1.424 -3.628 -1.542
O 3.017 2.989 -1.810 -0.615
C -0.542 1.658 -1.415 -0.928
N -1.068 3.034 -1.064 0.087
C -2.482 3.056 -1.599 -0.582
C -2.529 2.442 -3.065 -0.046
O -1.260 2.409 -3.726 -0.407
C 0.794 -1.493 -1.838 -0.083
H 1.893 -2.430 0.783 0.062
H 2.635 -3.074 -0.755 0.269
H 1.567 -4.147 0.340 0.398
H -1.072 -3.919 -0.080 0.394
H -2.973 -2.944 -1.552 0.353
H -2.497 -1.046 -3.180 0.359
H 0.882 0.160 -4.180 0.200
H -0.888 0.167 -4.416 0.416
H 0.989 3.580 -2.900 0.228
H 1.317 2.528 -4.321 0.516
H 2.141 1.030 -1.805 0.172
H 4.123 0.749 -3.124 0.340
H 2.893 0.835 -4.444 0.304
H 3.896 2.306 -4.101 0.386
H 3.386 2.592 -1.000 0.358
H -1.368 0.947 -1.122 0.315
H 0.340 1.371 -0.794 0.024
H -1.057 3.080 -0.034 0.427
H -0.487 3.789 -1.451 0.451
H -2.969 4.057 -1.503 0.385
H -3.066 2.345 -0.948 0.318
H -2.986 1.411 -3.085 0.094
H -3.181 3.152 -3.668 0.199
H 1.797 -1.026 -1.982 0.274
Br 1.500 0.230 2.021 -0.172
C 2.439 0.153 3.734 -0.186
C 3.929 0.048 3.538 -0.619
Br 4.464 -1.754 3.016 -0.062
H 2.020 -0.682 4.287 -0.096
H 2.183 1.084 4.240 0.391
H 4.451 0.238 4.476 0.343
H 4.308 0.723 2.773 0.410
Br -6.382 5.224 -4.561 -0.098
C -5.202 6.516 -5.414 -0.614
C -3.891 5.885 -5.799 -0.568
Br -2.742 5.651 -4.242 -0.161
H -5.091 7.350 -4.724 0.289
H -5.740 6.853 -6.300 0.380
H -3.331 6.535 -6.471 0.385
H -4.004 4.906 -6.261 0.383
Br -5.177 7.250 -1.887 -0.096
C -6.621 7.743 -0.672 -0.562
C -7.183 6.535 0.032 -0.572
Br -8.345 5.504 -1.142 -0.121
H -7.360 8.280 -1.261 0.376
H -6.167 8.427 0.045 0.337
H -7.817 6.838 0.865 0.338
H -6.415 5.855 0.395 0.338
Br 1.422 -3.279 4.331 -0.063
C 1.973 -3.956 6.072 0.032
C 1.703 -2.949 7.159 -0.706
Br 3.025 -1.515 7.144 -0.167
H 3.024 -4.228 5.988 0.400
H 1.382 -4.855 6.228 -0.271
H 1.797 -3.412 8.141 0.428
H 0.726 -2.479 7.074 0.375
Br 4.372 -4.778 1.565 -0.147
C 5.880 -5.229 0.415 -0.588
C 7.120 -5.509 1.223 -0.595
Br 7.931 -3.860 1.868 -0.139
H 6.000 -4.407 -0.287 0.353
H 5.566 -6.121 -0.127 0.376
H 7.884 -5.978 0.603 0.357
H 6.933 -6.132 2.095 0.348
Br 1.257 -7.357 5.007 -0.104
C -0.235 -8.129 5.995 -0.597
C -1.419 -7.197 6.020 -0.555
Br -1.156 -5.746 7.294 -0.135
H 0.136 -8.378 6.986 0.355
H -0.482 -9.048 5.463 0.354
H -2.311 -7.719 6.366 0.357
H -1.624 -6.738 5.055 0.357
```

The orbital gap is 0.3090 Eh. As for the net charge: +1. Its HOMO energy is -11.0 eV.


(2)
Computed, not measured: a structure of composition C27H48Br2N2O9PS2, with ωB97M-V with the def2-TZVPD basis set.

```
91
Properties=species:S:1:pos:R:3:mulliken_charge:R:1
C -5.339 4.513 -3.909 -1.030
C -4.010 4.248 -4.790 -0.245
P -4.038 2.425 -5.304 0.138
C -4.684 2.163 -7.062 -0.413
C -4.367 0.718 -7.697 -0.886
C -2.353 1.603 -5.027 0.067
C -1.280 1.655 -6.155 0.608
C -1.432 2.360 -7.575 0.217
O -1.349 1.655 -8.601 -0.437
O -1.611 3.781 -7.614 -0.285
S -0.478 4.438 -6.508 -0.053
C 0.061 0.945 -5.845 -0.547
O 1.072 0.972 -6.868 -0.520
C 0.308 0.262 -4.443 0.402
C 1.745 -0.414 -4.326 -0.378
C 1.758 -1.662 -5.387 -0.491
N 2.818 -1.461 -6.451 -0.609
N -0.709 0.273 -3.388 0.623
C -0.410 -0.351 -2.054 -1.199
Br -0.124 -2.345 -2.211 0.004
C 0.839 0.402 -1.300 0.102
C 0.221 1.552 -0.319 -1.087
Br 1.869 -0.849 -0.145 0.067
C -2.003 0.898 -3.671 0.058
S -3.411 0.933 -2.442 -0.181
H -5.598 3.545 -3.338 0.292
H -6.263 4.770 -4.540 0.304
H -5.140 5.329 -3.115 0.318
H -3.107 4.414 -4.094 0.236
H -3.926 4.919 -5.709 0.361
H -5.809 2.425 -7.096 0.430
H -4.178 2.973 -7.722 0.232
H -3.875 0.908 -8.726 0.228
H -3.660 0.114 -7.038 0.277
H -5.360 0.170 -7.920 0.320
H -1.248 4.831 -5.412 0.167
H 1.786 1.567 -6.535 0.349
H 2.007 -0.864 -3.318 0.000
H 2.527 0.362 -4.671 0.386
H 2.003 -2.637 -4.838 0.408
H 0.717 -1.813 -5.870 0.275
H 2.303 -1.271 -7.336 0.248
H 3.270 -2.379 -6.641 0.286
H -1.266 -0.270 -1.310 0.548
H 1.516 0.963 -2.029 0.325
H -0.809 1.278 0.090 0.250
H 0.895 1.771 0.574 0.397
H 0.130 2.507 -0.968 0.301
H -3.253 2.036 -1.611 0.203
O 4.943 1.483 1.394 -0.599
C 5.118 0.476 2.045 0.766
O 5.310 0.556 3.373 -0.367
C 5.333 -0.576 4.257 -0.223
C 6.715 -1.194 4.314 -0.970
C 5.217 -0.864 1.372 -0.765
H 4.559 -1.299 3.990 0.252
H 5.070 -0.195 5.247 0.280
H 7.025 -1.577 3.339 0.270
H 6.739 -2.017 5.031 0.360
H 7.455 -0.447 4.610 0.296
H 6.237 -1.015 1.018 0.287
H 4.535 -0.870 0.520 0.078
H 4.921 -1.697 2.007 0.286
O 1.000 -3.456 6.022 -0.627
C 0.283 -3.287 5.061 0.740
O 0.779 -2.731 3.939 -0.328
C 0.075 -2.662 2.691 -0.170
C -0.821 -1.441 2.639 -0.641
C -1.185 -3.602 5.134 -1.072
H -0.467 -3.590 2.492 0.311
H 0.839 -2.579 1.915 0.033
H -1.594 -1.476 3.410 0.328
H -1.309 -1.363 1.664 0.151
H -0.238 -0.533 2.815 0.232
H -1.712 -2.755 5.575 0.271
H -1.318 -4.480 5.769 0.371
H -1.629 -3.852 4.172 0.377
O -2.930 -2.496 10.387 -0.577
C -2.027 -1.823 9.944 0.702
O -1.172 -2.347 9.047 -0.356
C -0.194 -1.586 8.320 0.527
C 1.082 -1.433 9.121 -1.111
C -1.787 -0.429 10.454 -0.874
H -0.606 -0.626 7.995 0.354
H 0.020 -2.154 7.411 -0.512
H 0.911 -0.882 10.049 0.344
H 1.840 -0.904 8.539 0.326
H 1.474 -2.413 9.403 0.311
H -1.193 -0.479 11.367 0.243
H -2.753 0.028 10.678 0.303
H -1.300 0.225 9.733 0.328
```

The orbital gap is 0.2128 Eh. As for the net charge: +1. Its HOMO energy is -10.9 eV.


(3)
Computed, not measured: a structure of composition C27H48F4N3NbO4P, with ωB97M-V with the def2-TZVPD basis set.

```
88
Properties=species:S:1:pos:R:3:mulliken_charge:R:1
C 1.299 -2.032 3.005 -1.206
C 0.139 -1.579 1.940 0.581
C -1.253 -1.820 2.673 -0.565
N -2.506 -1.778 1.935 -0.120
Nb -3.006 -0.050 0.786 -0.434
F -4.447 0.406 2.226 -0.733
C -1.512 -0.701 -0.798 -0.557
C -0.201 0.052 -1.166 -0.381
C -0.219 1.021 -2.471 0.671
F -1.429 0.995 -3.199 -0.272
F 0.791 0.613 -3.435 -0.321
F 0.094 2.371 -2.191 -0.266
O -3.825 1.501 -0.387 -0.625
C -2.902 2.435 -0.820 0.531
N -2.395 3.543 -0.847 -0.542
C -1.611 1.350 1.956 1.129
C -1.899 1.370 3.519 -0.468
C -1.023 2.304 4.437 -0.345
C 0.050 3.136 3.688 -0.389
N 0.305 3.184 2.287 -0.620
C -0.518 2.310 1.505 -0.022
P -4.721 -1.565 -0.417 0.342
C -6.346 -0.565 -0.457 -0.947
C -5.144 -3.092 0.651 -0.602
C -4.235 -4.358 0.223 -0.849
H 2.257 -2.366 2.486 0.362
H 0.938 -2.873 3.684 0.328
H 1.518 -1.101 3.649 0.213
H 0.399 -0.508 1.669 -0.291
H 0.254 -2.325 1.062 0.150
H -1.162 -2.930 3.039 0.371
H -1.204 -1.257 3.690 0.008
H -3.269 -2.059 2.583 0.179
H -1.225 -1.784 -0.487 0.282
H -2.147 -0.884 -1.752 0.532
H 0.461 0.482 -0.323 0.140
H 0.516 -0.783 -1.564 0.269
H -2.699 0.722 4.012 0.433
H -1.231 2.306 5.554 0.210
H 0.716 3.804 4.355 0.281
H -0.345 2.381 0.367 0.308
H -6.175 0.457 -0.937 0.265
H -6.676 -0.447 0.636 0.215
H -7.132 -1.192 -0.999 0.352
H -5.150 -2.890 1.775 0.281
H -6.233 -3.383 0.377 0.361
H -4.017 -4.229 -0.899 0.272
H -3.231 -4.324 0.781 0.132
H -4.812 -5.333 0.382 0.324
C 0.402 0.101 9.306 -0.528
C 1.516 0.916 8.690 -0.554
C 1.474 0.464 7.243 -0.381
O 0.112 0.120 6.955 -0.290
C -0.620 0.067 8.187 -0.500
H 0.006 0.525 10.231 0.321
H 0.757 -0.913 9.518 0.264
H 1.275 1.982 8.755 0.270
H 2.489 0.757 9.158 0.340
H 2.086 -0.431 7.088 0.255
H 1.810 1.240 6.551 0.238
H -1.277 0.943 8.223 0.286
H -1.238 -0.834 8.208 0.278
C 3.276 -1.173 -4.742 0.332
C 2.755 -2.224 -5.696 -0.609
C 4.035 -2.892 -6.159 -0.426
O 4.968 -2.797 -5.074 -0.408
C 4.446 -1.886 -4.096 -0.559
H 2.535 -0.830 -4.019 0.074
H 3.632 -0.304 -5.306 -0.143
H 2.133 -2.943 -5.152 0.273
H 2.165 -1.817 -6.520 0.349
H 4.467 -2.370 -7.019 0.252
H 3.887 -3.941 -6.426 0.299
H 4.124 -2.473 -3.229 0.288
H 5.233 -1.198 -3.778 0.292
C 3.157 3.113 -5.786 -0.486
C 3.477 4.300 -6.666 -0.575
C 3.470 3.679 -8.050 -0.465
O 2.533 2.595 -8.012 -0.439
C 2.178 2.339 -6.645 -0.015
H 2.746 3.385 -4.812 0.403
H 4.062 2.518 -5.622 0.223
H 2.679 5.046 -6.588 0.272
H 4.423 4.787 -6.422 0.344
H 4.451 3.265 -8.305 0.271
H 3.178 4.389 -8.827 0.268
H 1.152 2.693 -6.494 0.255
H 2.208 1.265 -6.452 -0.039
```

The orbital gap is 0.2241 Eh. The calculation puts the energy above the lowest of the compared OMol25 structures with the same formula, charge and spin at 589.7 kJ/mol. As for the net charge: -1. Its HOMO energy is -4.6 eV.